[1]
A 13-piece molecular cluster, C43H87N25O18S overall. Source: OMol25; level of theory: ωB97M-V/def2-TZVPD.

Atoms and positions in Å:
C (-2.804, 3.967, 3.452)
C (-3.053, 5.352, 2.841)
C (-3.204, 5.326, 1.310)
C (-4.117, 4.207, 0.791)
C (-5.516, 4.115, 1.462)
C (-6.645, 4.118, 0.397)
C (-6.840, 2.641, -0.056)
C (-6.026, 2.360, -1.331)
C (-6.104, 0.858, -1.714)
C (-4.762, 0.459, -2.383)
C (-4.040, -0.715, -1.649)
C (-3.308, -1.579, -2.645)
C (-3.910, -2.660, -3.309)
C (-5.351, -3.000, -2.993)
C (-5.500, -4.261, -2.092)
C (-5.291, -3.979, -0.610)
O (-4.142, -3.219, -0.360)
C (-3.172, -3.403, -4.245)
S (-3.851, -4.777, -5.164)
C (-3.980, -4.194, -6.846)
O (-5.184, -5.151, -4.765)
O (-2.956, -5.910, -5.108)
C (-1.815, -3.102, -4.507)
C (-0.942, -3.863, -5.490)
C (-1.238, -2.047, -3.824)
C (-1.973, -1.282, -2.904)
C (-1.246, -0.163, -2.211)
O (-1.720, 0.928, -2.028)
C (0.157, -0.496, -1.806)
C (0.671, -0.088, -0.600)
C (1.981, -0.431, -0.281)
C (2.706, -1.169, -1.190)
N (4.079, -1.566, -0.891)
C (4.858, -0.637, -0.846)
O (5.593, 0.251, -0.901)
C (2.199, -1.593, -2.409)
C (0.891, -1.247, -2.720)
C (0.210, -1.644, -3.996)
O (0.785, -1.576, -5.054)
H (-3.004, 4.034, 4.522)
H (-3.475, 3.204, 3.062)
H (-1.759, 3.676, 3.344)
H (-3.947, 5.807, 3.267)
H (-2.201, 5.998, 3.071)
H (-2.238, 5.215, 0.807)
H (-3.607, 6.284, 0.965)
H (-3.597, 3.252, 0.896)
H (-4.276, 4.387, -0.272)
H (-5.594, 3.213, 2.061)
H (-5.660, 4.995, 2.085)
H (-7.585, 4.475, 0.806)
H (-6.321, 4.721, -0.451)
H (-7.883, 2.401, -0.283)
H (-6.474, 1.962, 0.715)
H (-6.316, 2.996, -2.168)
H (-4.973, 2.537, -1.111)
H (-6.286, 0.250, -0.828)
H (-6.906, 0.719, -2.441)
H (-4.994, 0.086, -3.388)
H (-4.090, 1.299, -2.535)
H (-3.338, -0.278, -0.949)
H (-4.810, -1.262, -1.128)
H (-5.943, -3.188, -3.885)
H (-5.858, -2.202, -2.456)
H (-6.442, -4.778, -2.271)
H (-4.718, -4.959, -2.393)
H (-5.177, -4.954, -0.118)
H (-6.183, -3.538, -0.150)
H (-3.419, -3.767, -0.030)
H (-4.793, -3.469, -6.847)
H (-3.066, -3.711, -7.176)
H (-4.270, -5.037, -7.466)
H (-0.279, -4.517, -4.920)
H (-0.377, -3.196, -6.128)
H (-1.501, -4.512, -6.148)
H (0.068, 0.491, 0.081)
H (2.392, -0.130, 0.672)
H (2.780, -2.158, -3.125)
C (6.308, 1.799, 3.154)
O (6.240, 2.530, 4.127)
N (5.479, 1.929, 2.075)
N (7.219, 0.783, 3.060)
H (5.523, 1.335, 1.268)
H (4.799, 2.663, 2.106)
H (7.845, 0.653, 3.831)
H (7.285, 0.176, 2.266)
C (0.553, 4.428, 5.566)
O (-0.651, 4.384, 5.770)
N (1.071, 4.982, 4.428)
N (1.477, 3.926, 6.435)
H (2.053, 5.027, 4.235)
H (0.422, 5.359, 3.762)
H (1.144, 3.510, 7.283)
H (2.465, 3.947, 6.270)
C (5.292, -4.251, 1.879)
O (4.491, -3.636, 2.567)
N (5.631, -3.847, 0.615)
N (5.918, -5.386, 2.291)
H (6.286, -4.346, 0.040)
H (5.190, -3.013, 0.268)
H (5.701, -5.726, 3.208)
H (6.580, -5.882, 1.710)
C (-4.093, -6.499, -10.127)
O (-3.907, -5.296, -10.072)
N (-3.071, -7.404, -10.057)
N (-5.339, -7.045, -10.261)
H (-3.208, -8.395, -10.098)
H (-2.141, -7.042, -9.957)
H (-6.115, -6.412, -10.316)
H (-5.507, -8.031, -10.306)
C (5.278, 2.878, 7.784)
O (4.073, 2.871, 7.985)
N (5.840, 3.403, 6.654)
N (6.167, 2.354, 8.676)
H (6.827, 3.406, 6.481)
H (5.225, 3.794, 5.968)
H (5.794, 1.957, 9.518)
H (7.157, 2.348, 8.528)
C (0.306, 0.351, 3.413)
O (0.267, -0.272, 2.361)
N (1.445, 0.459, 4.159)
N (-0.786, 0.990, 3.924)
H (1.491, 0.967, 5.021)
H (2.268, -0.002, 3.817)
H (-1.640, 0.934, 3.401)
H (-0.771, 1.507, 4.782)
C (-8.643, 3.479, 3.560)
O (-7.820, 4.294, 3.188)
N (-9.924, 3.826, 3.899)
N (-8.358, 2.145, 3.671)
H (-10.611, 3.165, 4.206)
H (-10.171, 4.795, 3.831)
H (-7.430, 1.851, 3.430)
H (-9.025, 1.462, 3.975)
C (-0.241, -4.810, -0.740)
O (-1.372, -4.867, -0.288)
N (0.081, -5.344, -1.955)
N (0.783, -4.221, -0.068)
H (1.005, -5.311, -2.340)
H (-0.655, -5.789, -2.476)
H (0.573, -3.820, 0.830)
H (1.720, -4.168, -0.419)
C (8.873, -6.620, -0.039)
O (7.714, -6.629, 0.357)
N (9.237, -7.179, -1.227)
N (9.885, -6.053, 0.676)
H (10.180, -7.182, -1.566)
H (8.516, -7.606, -1.777)
H (9.650, -5.633, 1.557)
H (10.837, -6.039, 0.366)
C (7.283, 3.829, -1.862)
O (7.771, 3.902, -0.747)
N (6.662, 2.706, -2.327)
N (7.319, 4.869, -2.753)
H (6.264, 2.640, -3.246)
H (6.610, 1.918, -1.709)
H (7.767, 5.716, -2.456)
H (6.921, 4.815, -3.675)
C (8.630, 3.454, -6.204)
O (7.445, 3.485, -5.906)
N (9.070, 3.004, -7.417)
N (9.603, 3.870, -5.344)
H (10.037, 2.974, -7.674)
H (8.378, 2.692, -8.071)
H (9.299, 4.204, -4.446)
H (10.582, 3.857, -5.557)
C (-1.958, 4.957, 10.192)
O (-2.545, 5.433, 11.147)
N (-1.670, 5.673, 9.067)
N (-1.535, 3.654, 10.165)
H (-1.190, 5.289, 8.271)
H (-1.966, 6.630, 9.043)
H (-1.726, 3.091, 10.971)
H (-1.055, 3.248, 9.385)

The value obtained for the LUMO energy is -0.333 eV. Its total energy is -130957.5932 eV.

[2]
A 8-piece molecular cluster, C43H98BN6O21 overall. Source: OMol25; level of theory: ωB97M-V/def2-TZVPD.

Atoms and positions in Å:
O (1.243, 2.192, -2.282)
C (0.965, 1.106, -1.734)
O (0.265, 0.707, -0.606)
B (0.180, -0.754, -0.427)
O (0.846, -1.336, -1.603)
C (1.302, -0.358, -2.352)
O (1.989, -0.463, -3.349)
O (-1.246, -1.158, -0.336)
C (-1.466, -1.651, 0.838)
O (-2.539, -2.077, 1.203)
C (-0.156, -1.577, 1.626)
O (0.833, -1.226, 0.876)
O (0.042, -1.994, 2.786)
C (2.615, 1.368, 2.690)
C (2.235, 1.900, 4.162)
C (3.419, 1.869, 5.087)
O (1.905, 3.251, 4.055)
H (2.561, 0.279, 2.697)
H (3.610, 1.637, 2.335)
H (1.829, 1.653, 1.991)
H (1.359, 1.391, 4.565)
H (3.818, 0.857, 5.157)
H (3.257, 2.244, 6.098)
H (4.200, 2.548, 4.746)
H (2.686, 3.784, 3.891)
C (-2.288, 3.453, -2.482)
O (-3.266, 2.673, -1.612)
C (-2.797, 1.425, -1.075)
C (-3.894, 0.347, -0.847)
N (-4.965, 0.819, 0.013)
C (-4.524, 0.934, 1.384)
C (-5.534, 1.767, 2.231)
O (-5.801, 3.092, 1.902)
C (-6.765, 3.744, 2.674)
H (-2.119, 4.420, -2.009)
H (-2.573, 3.640, -3.518)
H (-1.297, 3.014, -2.604)
H (-2.234, 1.741, -0.197)
H (-1.907, 1.109, -1.619)
H (-3.473, -0.597, -0.503)
H (-4.412, -0.014, -1.736)
H (-5.499, -0.032, 0.120)
H (-3.524, 1.322, 1.577)
H (-4.549, -0.091, 1.753)
H (-5.259, 1.759, 3.286)
H (-6.306, 1.005, 2.123)
H (-6.468, 3.818, 3.720)
H (-7.772, 3.336, 2.576)
H (-6.861, 4.788, 2.375)
C (-4.620, -5.527, 4.954)
O (-3.592, -4.523, 5.205)
C (-4.176, -3.221, 4.893)
C (-2.990, -2.312, 4.983)
N (-3.133, -0.885, 4.510)
C (-2.199, 0.082, 4.971)
C (-2.044, 1.255, 3.907)
O (-3.040, 2.187, 3.626)
C (-3.259, 2.973, 4.753)
H (-5.564, -5.292, 5.444)
H (-4.226, -6.465, 5.345)
H (-4.884, -5.660, 3.905)
H (-4.916, -3.082, 5.681)
H (-4.654, -3.325, 3.920)
H (-2.054, -2.781, 4.680)
H (-2.955, -2.068, 6.045)
H (-3.065, -0.768, 3.509)
H (-1.258, -0.346, 5.316)
H (-2.636, 0.500, 5.878)
H (-1.651, 0.858, 2.971)
H (-1.143, 1.839, 4.090)
H (-4.230, 3.456, 4.646)
H (-2.384, 3.577, 4.991)
H (-3.398, 2.429, 5.687)
C (6.123, -6.493, 3.073)
O (6.251, -7.877, 3.481)
C (5.389, -8.748, 2.752)
C (4.101, -9.176, 3.446)
N (2.866, -9.143, 2.654)
C (2.482, -7.881, 1.965)
C (1.917, -6.766, 2.984)
O (0.668, -6.273, 2.388)
C (-0.208, -5.407, 3.087)
H (6.669, -5.766, 3.675)
H (5.111, -6.090, 3.109)
H (6.450, -6.444, 2.034)
H (6.027, -9.624, 2.638)
H (5.194, -8.320, 1.769)
H (3.888, -8.508, 4.280)
H (4.173, -10.110, 4.003)
H (2.040, -9.542, 3.075)
H (1.615, -8.041, 1.324)
H (3.270, -7.379, 1.402)
H (2.491, -5.846, 2.868)
H (1.850, -6.938, 4.058)
H (-0.858, -6.094, 3.629)
H (-0.786, -4.842, 2.356)
H (0.277, -4.689, 3.747)
C (-4.246, 8.080, -1.859)
O (-2.992, 8.246, -1.110)
C (-1.837, 8.063, -1.858)
C (-0.556, 8.464, -1.154)
N (-0.070, 7.534, -0.130)
C (0.457, 6.284, -0.778)
C (0.458, 5.124, 0.230)
O (-0.817, 5.122, 0.945)
C (-0.944, 3.866, 1.669)
H (-4.274, 8.744, -2.723)
H (-5.152, 8.192, -1.264)
H (-4.261, 7.086, -2.307)
H (-1.968, 8.744, -2.699)
H (-1.943, 7.024, -2.169)
H (-0.827, 9.364, -0.602)
H (0.126, 8.865, -1.904)
H (0.651, 8.099, 0.297)
H (1.406, 6.425, -1.296)
H (-0.142, 6.081, -1.666)
H (1.327, 5.217, 0.881)
H (0.616, 4.199, -0.325)
H (-0.081, 3.571, 2.267)
H (-0.843, 3.138, 0.863)
H (-1.827, 3.610, 2.254)
C (1.064, -2.625, -6.005)
O (1.471, -3.883, -5.407)
C (2.828, -3.855, -5.115)
C (3.383, -4.967, -4.363)
N (2.684, -5.393, -3.198)
C (2.673, -4.267, -2.169)
C (1.682, -4.590, -1.021)
O (0.482, -5.009, -1.612)
C (-0.627, -5.185, -0.708)
H (1.133, -1.886, -5.207)
H (0.014, -2.523, -6.281)
H (1.666, -2.260, -6.837)
H (3.054, -2.998, -4.480)
H (3.349, -3.751, -6.067)
H (4.453, -4.858, -4.186)
H (3.542, -5.794, -5.056)
H (3.141, -6.131, -2.682)
H (2.239, -3.324, -2.502)
H (3.698, -3.952, -1.973)
H (1.510, -3.750, -0.348)
H (2.052, -5.275, -0.259)
H (-1.085, -4.196, -0.682)
H (-0.324, -5.508, 0.288)
H (-1.361, -5.865, -1.140)
C (5.321, 1.275, -5.807)
O (4.354, 1.153, -6.876)
C (3.065, 0.736, -6.509)
C (2.502, 1.839, -5.601)
N (2.353, 3.202, -6.108)
C (1.463, 4.033, -5.338)
C (1.162, 5.328, -6.104)
O (0.190, 6.026, -5.437)
C (-0.041, 7.367, -5.823)
H (6.249, 1.366, -6.371)
H (5.339, 0.348, -5.234)
H (5.165, 2.189, -5.234)
H (3.156, -0.199, -5.956)
H (2.568, 0.483, -7.445)
H (3.132, 1.948, -4.718)
H (1.503, 1.517, -5.308)
H (2.240, 3.235, -7.111)
H (1.790, 4.215, -4.314)
H (0.479, 3.565, -5.365)
H (0.792, 5.214, -7.123)
H (2.020, 5.996, -6.180)
H (-0.931, 7.832, -5.401)
H (-0.236, 7.411, -6.895)
H (0.790, 8.050, -5.644)

The value obtained for the LUMO energy is 2.160 eV. Its total energy is -98786.9300 eV. The total charge is -1.

In the order shown, the computed highest occupied orbital energy values come out to -0.31876; -0.23718 Eh.
In the order shown, the computed Kohn-Sham gap values come out to 8.34; 8.61 eV.
In the order shown, the computed M values come out to 1274.4; 1046.1 u.